Record 1
The following is a quantum chemistry calculation of a single C16H21BrN4O3 molecule in a non-equilibrium geometry, from the OMol25 dataset.

Calculated values
* SMILES: NCCCC[C@H]1NC(=O)CNC(=O)c2cc(ccc2CBr)NC1=O
* lowest unoccupied orbital energy: -0.12 eV
* HOMO-LUMO gap: 9.0 eV
* HOMO: -9.1 eV
* calculated total energy: -99076.3462 eV

Each line ends with the Mulliken charge.
Positions of all 45 atoms, in Å:
N 4.48 2.94 -3.33  -0.6327
C 3.64 2.07 -4.12  -0.7150
C 2.16 1.96 -3.58  -0.4976
C 2.08 1.15 -2.29  -0.1823
C 0.70 1.31 -1.59  -1.5804
C 0.44 0.57 -0.20  -0.0371
N 0.50 -0.89 -0.42  -0.0158
C -0.61 -1.74 -0.46  0.3169
O -1.74 -1.46 -0.70  -0.4897
C -0.28 -3.14 0.17  -0.5777
N -1.29 -3.60 1.08  -0.0775
C -1.78 -2.94 2.20  -0.1162
O -2.43 -3.75 2.82  -0.6822
C -1.82 -1.48 2.34  0.5102
C -0.70 -0.80 2.42  0.6759
C -0.76 0.64 2.49  -0.2935
C -1.98 1.32 2.81  -0.9641
C -3.09 0.60 2.71  -0.6941
C -3.08 -0.80 2.52  0.1889
C -4.40 -1.53 2.49  -0.9405
Br -4.79 -1.71 0.48  -0.1471
N 0.51 1.29 2.33  -0.1526
C 1.04 1.13 1.08  0.2369
O 2.18 1.54 0.99  -0.6755
H 3.99 3.77 -3.23  0.2702
H 4.49 2.53 -2.34  0.3602
H 3.59 2.40 -5.17  0.3699
H 4.12 1.06 -4.22  0.3052
H 1.52 1.52 -4.39  0.3192
H 1.74 2.95 -3.41  0.2929
H 2.82 1.65 -1.66  0.1843
H 2.43 0.05 -2.27  0.1408
H 0.49 2.33 -1.52  0.5803
H 0.03 0.86 -2.27  0.4428
H -0.55 0.82 0.03  0.5205
H 1.49 -1.25 -0.27  0.3575
H -0.37 -3.91 -0.64  0.3574
H 0.76 -3.14 0.61  0.2325
H -1.27 -4.54 1.24  0.2337
H 0.24 -1.21 2.40  0.6508
H -1.92 2.38 3.01  0.5003
H -4.05 1.18 2.97  0.2462
H -4.44 -2.52 2.95  0.4198
H -5.24 -0.90 2.87  0.4423
H 1.14 1.28 3.09  0.3162

---

Record 2
The following is a quantum chemistry calculation of 3 unconnected molecules or ions with the total composition C40H41BrN3O9PSSi in a non-equilibrium geometry, from the OMol25 dataset.

Calculated values
* SMILES: CCNC1=C(Br)C(=O)c2c(CCO[Si](C)(C)C)c(Cc3ccccc3)c(CCSc3nnco3)c([PH2]=O)c2C1=O.O=C1C=CC(=O)C=C1.O=C1C=CC(=O)C=C1
* lowest unoccupied orbital energy: -1.84 eV
* HOMO-LUMO gap: 6.7 eV
* HOMO: -8.5 eV
* calculated total energy: -163085.5420 eV

Each line ends with the Mulliken charge.
Positions of all 97 atoms, in Å:
C 4.87 -1.71 4.03  -1.0242
C 5.73 -1.31 2.84  -0.5735
N 5.13 -0.32 1.92  -0.3057
C 3.84 -0.62 1.49  -0.2778
C 3.55 -1.58 0.61  -0.3346
Br 4.86 -2.66 -0.19  -0.1325
C 2.16 -1.88 0.24  0.6418
O 1.93 -2.95 -0.24  -0.6191
C 1.11 -0.84 0.50  0.1585
C -0.11 -0.83 -0.20  0.6734
C -0.36 -1.82 -1.30  -1.7002
C 0.22 -1.27 -2.62  -0.6752
O 1.63 -1.21 -2.63  -0.1875
Si 2.37 0.19 -3.17  0.7019
C 1.48 1.02 -4.60  -1.2493
C 4.06 -0.35 -3.80  -1.1918
C 2.68 1.44 -1.80  -0.8508
C -1.06 0.17 0.09  0.5330
C -2.39 0.14 -0.66  -1.9656
C -3.47 -0.61 0.10  0.4814
C -4.48 0.12 0.73  -0.0898
C -5.48 -0.50 1.46  -0.5390
C -5.51 -1.88 1.59  -0.6560
C -4.53 -2.62 0.95  -0.9591
C -3.52 -2.00 0.22  -0.0507
C -0.80 1.17 1.03  0.2612
C -1.77 2.28 1.34  -2.1404
C -2.62 2.15 2.63  -0.6097
S -2.09 0.83 3.76  -0.0581
C -2.01 1.74 5.23  0.5840
N -2.55 2.90 5.44  -0.1320
N -2.20 3.26 6.73  -0.7457
C -1.49 2.29 7.18  0.0176
O -1.33 1.29 6.31  -0.2424
C 0.44 1.16 1.71  0.7267
P 0.82 2.47 2.98  0.4054
O 0.83 2.01 4.38  -0.6577
C 1.39 0.17 1.44  0.2763
C 2.72 0.16 2.10  0.6760
O 2.98 0.77 3.10  -0.6176
H 4.58 -0.84 4.62  0.2437
H 5.42 -2.37 4.70  0.4547
H 3.95 -2.22 3.75  0.2464
H 6.05 -2.20 2.32  0.2041
H 6.63 -0.85 3.24  0.4615
H 5.09 0.56 2.43  0.4541
H 0.04 -2.80 -1.07  0.7178
H -1.41 -1.95 -1.51  0.2910
H -0.09 -1.98 -3.40  0.2810
H -0.25 -0.30 -2.78  0.2357
H 0.41 1.14 -4.45  0.3290
H 1.88 2.03 -4.68  0.4097
H 1.63 0.51 -5.55  0.3398
H 3.99 -0.44 -4.88  0.3257
H 4.36 -1.31 -3.40  0.2152
H 4.79 0.42 -3.60  0.4170
H 3.62 1.92 -2.05  0.4656
H 2.84 0.95 -0.85  -0.0131
H 1.93 2.22 -1.73  0.2881
H -2.25 -0.29 -1.64  0.5677
H -2.77 1.13 -0.83  0.5813
H -4.50 1.19 0.64  0.3936
H -6.25 0.08 1.96  0.4235
H -6.27 -2.39 2.17  0.4126
H -4.54 -3.70 1.04  0.4131
H -2.78 -2.64 -0.23  0.3181
H -2.48 2.44 0.53  0.4823
H -1.19 3.19 1.36  0.8584
H -2.59 3.09 3.17  0.7019
H -3.66 1.97 2.43  0.2894
H -1.06 2.27 8.16  0.4297
H -0.14 3.48 2.86  0.1281
H 2.07 3.00 2.60  0.0963
O 4.11 -2.80 -6.63  -0.5599
C 4.88 -3.67 -6.26  0.4835
C 6.34 -3.57 -6.54  -0.3663
C 7.18 -4.52 -6.14  -0.3491
C 6.70 -5.71 -5.40  0.3629
O 7.47 -6.58 -5.04  -0.5515
C 5.24 -5.81 -5.13  -0.3610
C 4.40 -4.86 -5.53  -0.3170
H 6.67 -2.69 -7.07  0.4224
H 8.24 -4.47 -6.33  0.4052
H 4.92 -6.69 -4.59  0.4142
H 3.34 -4.91 -5.33  0.4245
O -10.25 5.13 0.84  -0.5416
C -9.13 4.70 0.98  0.3365
C -8.39 4.10 -0.16  -0.4188
C -7.16 3.62 -0.01  -0.1936
C -6.47 3.67 1.31  0.2285
O -5.35 3.23 1.45  -0.3255
C -7.21 4.27 2.45  -0.3814
C -8.44 4.74 2.29  -0.4323
H -8.90 4.08 -1.11  0.4048
H -6.60 3.18 -0.82  0.4235
H -6.69 4.29 3.40  0.4717
H -9.00 5.19 3.11  0.4063

---

Record 3
The following is a quantum chemistry calculation of 2 unconnected molecules or ions with the total composition C3H13N5S in a non-equilibrium geometry, from the OMol25 dataset.

Calculated values
* lowest unoccupied orbital energy: -7.38 eV
* charge: +2
* HOMO-LUMO gap: 9.2 eV
* HOMO: -16.6 eV
* calculated total energy: -21585.3211 eV

Each line ends with the Mulliken charge.
Positions of all 22 atoms, in Å:
C -1.42 0.61 0.62  0.0417
C 1.08 -1.68 -1.57  -0.7552
C 2.85 1.44 0.68  -0.6750
N -2.00 -0.46 1.13  -0.0929
N 1.59 -0.62 -0.78  -0.2543
N 0.89 0.33 -0.24  0.1479
N -3.29 -0.95 0.75  -0.2488
N 1.42 1.22 0.49  0.0239
S -2.30 1.18 -0.85  -0.2444
H 1.12 -1.36 -2.66  0.3503
H 1.95 -2.38 -1.76  0.3343
H 0.14 -2.04 -1.19  0.2629
H 3.29 1.70 -0.29  0.3496
H 3.00 2.33 1.31  0.3195
H 3.25 0.41 1.03  0.2864
H -1.67 -0.87 1.94  0.2548
H 2.60 -0.42 -0.94  0.2828
H -3.56 -0.19 0.13  0.2370
H -3.99 -0.84 1.55  0.4182
H -3.44 -1.80 0.23  0.3504
H 0.90 2.06 0.62  0.3505
H -2.41 2.31 -0.19  0.2603

---

Record 4
The following is a quantum chemistry calculation of 5 unconnected molecules or ions with the total composition C20H44BrNO13P3S in a non-equilibrium geometry, from the OMol25 dataset.

Calculated values
* lowest unoccupied orbital energy: -3.05 eV
* charge: +1
* HOMO-LUMO gap: 8.1 eV
* HOMO: -11.1 eV
* calculated total energy: -158300.7816 eV

Each line ends with the Mulliken charge.
Positions of all 83 atoms, in Å:
O 5.10 3.04 -1.49  -0.7070
P 3.94 2.13 -1.54  0.5928
C 3.01 2.28 0.06  -0.9158
N 1.70 3.01 -0.07  0.1382
C 0.84 2.89 1.18  -1.2844
C 1.56 2.26 2.37  0.3407
Br 2.67 3.63 3.25  -0.0099
P 0.24 1.71 3.64  0.2265
S 0.60 -0.02 4.41  -0.3355
O 2.31 1.13 2.10  -0.3134
C 2.73 0.97 0.77  -0.3814
P 1.60 -0.04 -0.27  0.6009
O 1.60 0.57 -1.62  -0.7324
O 0.16 -0.01 0.38  -0.0098
O 2.08 -1.55 -0.25  -0.5103
H 3.05 2.44 -2.58  0.0936
H 4.30 0.79 -1.71  0.0731
H 3.64 2.88 0.71  0.6236
H 1.90 4.00 -0.25  0.4588
H 1.18 2.67 -0.88  0.4281
H -0.07 2.35 0.95  0.3686
H 0.55 3.89 1.46  0.6066
H -1.00 1.78 2.98  0.0477
H 0.24 2.69 4.64  0.1032
H 3.68 0.42 0.79  0.8292
H -0.46 0.07 -0.36  0.2482
H 2.85 -1.73 0.29  0.3833
O -2.76 0.63 1.17  -0.5843
C -3.29 -0.34 0.68  0.6627
O -4.27 -0.16 -0.22  -0.3855
C -4.86 -1.26 -0.95  -0.3157
C -5.97 -1.92 -0.16  -1.0061
C -2.92 -1.74 1.12  -0.5683
H -4.10 -1.96 -1.27  0.4017
H -5.26 -0.80 -1.85  0.2964
H -5.60 -2.37 0.76  0.1918
H -6.44 -2.70 -0.76  0.3787
H -6.73 -1.18 0.11  0.3168
H -3.49 -1.97 2.02  -0.0420
H -1.87 -1.75 1.37  0.2451
H -3.11 -2.51 0.38  0.4170
O -3.51 -2.09 -3.53  -0.5683
C -3.58 -1.48 -4.56  0.8205
O -4.67 -1.64 -5.32  -0.3594
C -4.93 -0.86 -6.50  -0.4024
C -4.25 -1.42 -7.73  -0.9669
C -2.45 -0.60 -5.05  -0.9621
H -4.68 0.19 -6.32  0.3526
H -6.01 -0.90 -6.61  0.3151
H -3.17 -1.40 -7.63  0.2767
H -4.53 -0.84 -8.61  0.3572
H -4.56 -2.45 -7.88  0.3055
H -1.72 -1.23 -5.57  0.2698
H -1.97 -0.15 -4.18  0.1937
H -2.75 0.20 -5.72  0.3596
O 10.42 -0.11 1.12  -0.5498
C 9.93 0.40 0.15  0.6946
O 8.63 0.77 0.23  -0.3728
C 7.97 1.53 -0.79  -0.2930
C 7.43 0.64 -1.89  -0.7354
C 10.68 0.57 -1.15  -0.8816
H 8.62 2.31 -1.18  0.3167
H 7.15 2.03 -0.28  0.2046
H 8.22 0.11 -2.42  0.3446
H 6.87 1.23 -2.62  0.2233
H 6.77 -0.12 -1.47  0.1967
H 10.61 -0.36 -1.71  0.2485
H 11.72 0.76 -0.91  0.3106
H 10.32 1.39 -1.77  0.3114
O -3.04 0.88 5.12  -0.5398
C -3.66 -0.08 5.49  0.8581
O -3.15 -1.30 5.27  -0.3804
C -3.72 -2.50 5.82  -0.4565
C -4.84 -3.04 4.96  -0.8645
C -5.03 0.06 6.13  -1.1149
H -4.04 -2.33 6.85  0.3940
H -2.90 -3.21 5.85  0.3374
H -5.68 -2.35 4.89  0.2518
H -5.21 -3.98 5.37  0.4162
H -4.48 -3.22 3.94  0.1617
H -5.77 0.13 5.34  0.2643
H -5.04 0.98 6.71  0.3257
H -5.30 -0.76 6.79  0.3658

---

Record 5
The following is a quantum chemistry calculation of a molecular structure, C16H34NSn in a non-equilibrium geometry, from the OMol25 dataset.

Calculated values
* lowest unoccupied orbital energy: 3.20 eV
* charge: -1
* HOMO-LUMO gap: 4.9 eV
* HOMO: -1.7 eV
* calculated total energy: -24463.4754 eV

Each line ends with the Mulliken charge.
Positions of all 52 atoms, in Å:
C 0.44 3.30 -1.66  -1.5141
C 1.27 2.48 -0.69  2.9643
C 2.69 2.42 -1.17  -1.3941
C 1.14 2.93 0.69  -0.2720
N 1.01 3.20 1.82  -0.6113
H -0.34 3.93 -1.24  0.3528
H 1.09 4.00 -2.23  0.3382
H -0.01 2.68 -2.43  0.3501
H 3.48 2.46 -0.41  0.3511
H 2.89 1.55 -1.80  0.2263
H 2.92 3.28 -1.85  0.3325
H 0.82 1.40 -0.59  -1.4339
Sn -0.20 -0.61 0.31  0.2146
C -2.31 -0.57 0.11  -1.2421
C -2.76 -0.47 -1.34  -0.1401
C -4.25 -0.22 -1.39  -0.3767
C -4.81 -0.03 -2.77  -1.3262
C 0.60 -2.21 -0.86  -1.3204
C 2.08 -2.33 -1.11  -0.4356
C 2.46 -1.83 -2.49  -0.0511
C 3.93 -1.67 -2.66  -1.4712
C 0.32 -1.03 2.32  -1.1214
C -0.27 -0.04 3.30  -0.0821
C 0.23 -0.34 4.68  -0.3996
C -0.30 0.60 5.74  -1.3234
H -2.62 -1.56 0.49  0.3276
H -2.81 0.15 0.75  0.4867
H -2.25 0.32 -1.89  0.1154
H -2.56 -1.40 -1.86  0.2675
H -4.73 -1.08 -0.91  0.2755
H -4.50 0.65 -0.77  0.3509
H -5.88 0.14 -2.75  0.3827
H -4.35 0.84 -3.26  0.2971
H -4.61 -0.90 -3.38  0.3185
H 0.19 -3.10 -0.38  0.4727
H 0.04 -2.06 -1.80  0.3017
H 2.67 -1.81 -0.36  0.2554
H 2.42 -3.37 -1.03  0.2702
H 2.06 -2.52 -3.24  0.3746
H 1.96 -0.87 -2.68  0.1173
H 4.21 -1.38 -3.68  0.3591
H 4.32 -0.89 -1.99  0.3041
H 4.45 -2.59 -2.41  0.4021
H -0.12 -2.03 2.46  0.2797
H 1.40 -1.16 2.43  0.4437
H -0.06 0.99 3.04  0.1115
H -1.35 -0.15 3.31  0.2300
H -0.02 -1.36 4.93  0.3131
H 1.34 -0.28 4.68  0.3237
H 0.11 0.39 6.72  0.3816
H -0.07 1.63 5.49  0.3099
H -1.38 0.51 5.81  0.3135

---

Record 6
The following is a quantum chemistry calculation of a single C4H9ClO2 molecule in a non-equilibrium geometry, from the OMol25 dataset.

Calculated values
* SMILES: C[C@H](O)[C@H](O)CCl
* lowest unoccupied orbital energy: 0.63 eV
* HOMO-LUMO gap: 10.8 eV
* HOMO: -10.1 eV
* calculated total energy: -20911.0338 eV

Each line ends with the Mulliken charge.
Positions of all 16 atoms, in Å:
C 1.06 -1.31 -0.27  -1.3478
C 0.85 0.09 0.30  0.3270
O 0.53 0.06 1.66  -0.5454
C -0.28 0.87 -0.41  -0.2081
O -0.55 2.06 0.34  -0.5745
C -1.54 0.12 -0.70  -0.6769
Cl -2.41 -0.53 0.74  -0.1966
H 0.20 -2.03 -0.08  0.2845
H 1.20 -1.30 -1.31  0.3837
H 1.97 -1.62 0.18  0.3981
H 1.74 0.68 0.10  0.3241
H 1.38 -0.01 2.13  0.3503
H 0.07 1.18 -1.42  0.3732
H -0.49 1.73 1.26  0.4214
H -1.42 -0.79 -1.33  0.3178
H -2.31 0.78 -1.19  0.3694

---

> lowest unoccupied orbital energy of number 2 (C40H41BrN3O9PSSi)?

-1.84 eV